No. 1
DFT (ωB97M-V with the def2-TZVPD basis set) results for a 12-piece molecular cluster, C7H37NO11 overall.

ORCA input file:
```
! wB97M-V def2-TZVPD RIJCOSX def2/J DEFGRID3
* xyz 0 1
O 0.6086 -2.6954 -3.6938
H -2.2596 -0.9670 2.9946
H 1.3661 -3.9420 0.6722
H -2.2488 -1.7036 0.2937
H 2.3257 -2.0583 -0.3764
O 0.6595 2.6581 1.9468
H -1.8560 -1.2368 -3.0519
O -0.3712 3.1389 -0.5058
H -0.1726 3.0295 0.4636
H 2.5564 -1.3128 1.1731
H -3.1810 1.4278 1.3534
H 2.3285 1.7995 -0.7484
H -0.8772 -3.3582 0.8154
H -3.6541 -0.9047 1.9244
C -2.6545 -0.5056 2.0782
C -2.6927 1.0230 2.2495
H 3.0917 1.1601 1.6642
H -2.2116 1.0745 -2.7585
H 0.8962 0.4330 -4.6836
H 3.4527 0.5594 3.8695
H 1.7097 -3.1836 2.2440
H -0.6336 -2.9731 2.4653
H 0.4894 1.8351 2.4570
O -2.5800 2.0601 -1.5205
H -1.7716 -0.0556 0.1353
O 2.9928 1.7847 0.8965
O 0.6777 0.0161 -3.8402
H -1.7015 1.4804 2.3518
C -0.2655 -2.7231 1.4640
O 0.4264 0.2914 3.3294
H -0.1125 0.1647 4.1155
C 1.2220 -3.0325 1.2649
H 1.6360 1.2482 -2.0370
C 0.6109 -0.8588 0.3056
H -3.0021 2.8825 -1.7908
H 1.5680 2.5149 1.5986
C -1.7918 -0.8783 0.8543
C 1.7956 -1.8009 0.5477
O 3.1183 0.1712 3.0515
H -1.0878 -2.5403 -3.2596
O 1.8381 2.0630 -1.5524
H 3.7784 2.3413 0.8901
H 0.9098 -2.8787 -2.7984
N -0.4216 -1.2690 1.2847
H 0.7283 -1.7227 -3.7984
H 0.9128 0.1814 0.5302
H 0.0595 -0.3575 2.6380
H -1.7536 2.4073 -1.0457
H -3.2523 1.3194 3.1400
H 0.4489 2.8574 -0.9723
O -1.9625 0.4789 -3.5607
H 2.1407 0.0665 3.1742
O -1.9327 -2.1984 -2.9035
H -2.8141 0.1685 -3.8868
H 0.2946 -0.8658 -0.7204
H -0.3034 0.1363 -3.7570
*
```

HOMO level = -9.5 eV
Strongest force on any atom = 1.5 eV/A
HOMO-LUMO gap = 9.66 eV
Structure (SMILES) = CCCN1CCCC1.O.O.O.O.O.O.O.O.O.O.O

Mulliken atomic charge list, values in e, 8 entries:
1 O -0.793
2 H 0.276
3 H 0.250
4 H 0.410
5 H 0.480
6 O -0.880
7 H 0.412
8 O -0.763


No. 2
DFT (ωB97M-V with the def2-TZVPD basis set) results for C5H6FN as an isolated structure.

ORCA input file:
```
! wB97M-V def2-TZVPD RIJCOSX def2/J DEFGRID3
* xyz 0 1
C -0.8191 0.7589 0.5277
H -1.2248 1.7870 0.0010
H -0.8504 1.1230 1.5527
F 0.3996 -2.6385 -0.6010
H 1.4026 1.8737 -0.9808
H -2.0718 -2.2263 0.4674
H 2.3702 0.9609 0.2232
C -1.4498 -1.4185 0.3407
C -0.2146 -1.5335 -0.2326
C 1.6963 0.9073 -0.6118
C 0.3712 0.3050 -0.1146
H 2.2215 0.3246 -1.3688
N -1.8309 -0.2236 0.7969
*
```

HOMO level (alpha / beta) = -8.1 / -8.1 eV
Strongest force on any atom = 6.3 eV/A
HOMO-LUMO gap (alpha / beta) = 7.91 / 8.29 eV

Mulliken atomic charge list, values in e, 8 entries:
1 C -0.434
2 H 0.255
3 H 0.300
4 F -0.246
5 H 0.303
6 H 0.488
7 H 0.273
8 C -0.375


strongest force on any atom of number 2 (C5H6FN)?
6.3 eV/A


Copy entry 2 word for word.
DFT (ωB97M-V with the def2-TZVPD basis set) results for C5H6FN as an isolated structure.

ORCA input file:
```
! wB97M-V def2-TZVPD RIJCOSX def2/J DEFGRID3
* xyz 0 1
C -0.8191 0.7589 0.5277
H -1.2248 1.7870 0.0010
H -0.8504 1.1230 1.5527
F 0.3996 -2.6385 -0.6010
H 1.4026 1.8737 -0.9808
H -2.0718 -2.2263 0.4674
H 2.3702 0.9609 0.2232
C -1.4498 -1.4185 0.3407
C -0.2146 -1.5335 -0.2326
C 1.6963 0.9073 -0.6118
C 0.3712 0.3050 -0.1146
H 2.2215 0.3246 -1.3688
N -1.8309 -0.2236 0.7969
*
```

HOMO level (alpha / beta) = -8.1 / -8.1 eV
Strongest force on any atom = 6.3 eV/A
HOMO-LUMO gap (alpha / beta) = 7.91 / 8.29 eV

Mulliken atomic charge list, values in e, 8 entries:
1 C -0.434
2 H 0.255
3 H 0.300
4 F -0.246
5 H 0.303
6 H 0.488
7 H 0.273
8 C -0.375